Entry 1:
ORCA calculation (wB97M-V/def2-TZVPD) on an isolated ion of composition C4H7O3P and charge -2.

The geometry in XYZ format:
```
15
Properties=species:S:1:pos:R:3:forces:R:3
C 2.053104 0.438498 -0.675388 -2.289 1.028 -1.065
C 0.689561 0.064708 -0.048708 -0.623 0.636 0.394
C 0.608019 -0.260607 1.470731 1.612 2.026 -0.713
C -0.478035 0.117650 -0.721403 -1.116 0.037 0.245
P -2.534644 -0.283195 -0.311014 1.301 -1.577 0.501
O -3.156274 0.844360 -1.085852 -0.185 0.768 -0.032
O -2.648586 -1.656865 -0.994785 0.195 0.634 0.350
O -2.740665 -0.328192 1.221385 0.479 0.386 -1.218
H 2.744524 -0.380402 -0.710713 0.491 -0.627 -0.162
H 1.787456 0.828412 -1.745341 0.897 -0.658 1.811
H 2.494016 1.228814 -0.066028 0.286 0.273 -0.144
H 1.368195 -1.000859 1.687787 0.552 -0.046 0.640
H -0.306131 -0.734365 1.518579 -2.232 -0.889 0.728
H 0.596140 0.648547 2.232054 0.334 -1.668 -1.611
H -0.476687 0.473496 -1.771308 0.297 -0.322 0.276
```
Forces are in eV/Å.

Properties
- SMILES string = CC(C)=CP(=O)([O-])[O-]
- charge = -2
- LUMO (eV) = 6.247
- HOMO-LUMO gap (eV) = 5.561
- calculated total energy (a.u.) = -723.684074
- E_HOMO (eV) = 0.7
- energy relative to the best compared isomer or geometry (same formula, charge and spin) (kJ/mol) = 84.2

Atomic partial charges in e from the natural (NBO) method, atoms 1 to 8: -0.64 -0.14 -0.64 -0.48 2.38 -1.25 -1.26 -1.25

=====

Entry 2:
ORCA calculation (wB97M-V/def2-TZVPD) on a 2-piece molecular cluster, C2H2O overall.

The geometry in XYZ format:
```
5
Properties=species:S:1:pos:R:3:forces:R:3
C -2.538210 -0.130400 0.043798 -2.735 0.828 -0.099
C 0.103933 -0.582944 -0.015056 1.470 -0.353 1.387
O -3.670028 0.041128 -0.019797 2.518 -0.541 0.122
H 0.637370 -0.196235 0.972815 -1.075 -0.237 -2.105
H 0.471970 -0.135535 -0.966016 -0.178 0.303 0.696
```
Forces are in eV/Å.

Properties
- LUMO (alpha / beta) (eV) = -0.504 / -0.307
- HOMO-LUMO gap (alpha / beta) (eV) = 8.540 / 8.802
- calculated total energy (a.u.) = -152.453237
- E_HOMO (alpha / beta) (eV) = -9.0 / -9.1
- energy relative to the best compared isomer or geometry (same formula, charge and spin) (kJ/mol) = 393.3

Now the natural (NBO) charges, all in e: 0.55 -0.26 -0.50 0.11 0.10

=====

Entry 3:
ORCA calculation (wB97M-V/def2-TZVPD) on C30H49BN2P2PtTe as an isolated structure.

The geometry in XYZ format:
```
86
Properties=species:S:1:pos:R:3:forces:R:3
Pt -0.036323 -0.385930 0.019034 -0.172 0.419 0.458
C 2.425744 2.128687 2.163399 0.036 0.061 0.066
C 3.474182 1.216192 1.508167 -0.120 -0.095 -0.017
C 4.693647 2.047089 1.091053 0.002 0.022 0.114
C 3.893191 0.126422 2.500862 -0.003 0.049 0.055
P 2.535982 0.424089 0.100344 -0.471 -0.188 -0.344
C 2.466741 1.791186 -1.179365 -0.094 -0.038 0.123
N 1.095171 2.258747 -1.277104 0.021 0.065 -0.085
B -0.049406 1.458737 -0.830651 0.006 -0.271 -0.269
N -1.166072 2.395587 -0.855864 -0.004 0.107 -0.095
C -2.492132 2.117043 -0.339323 0.009 -0.071 -0.002
P -2.526160 0.405572 0.399146 0.696 0.027 -0.056
C -3.019277 0.661170 2.178465 0.035 -0.055 -0.059
C -4.492704 1.018401 2.378153 0.034 0.038 0.086
C -2.114918 1.784441 2.719182 -0.065 -0.007 0.032
C -2.680092 -0.633800 2.929753 -0.034 0.026 0.060
C -3.775215 -0.454623 -0.695970 0.141 -0.121 0.177
C -4.051334 -1.852552 -0.132315 -0.139 0.067 -0.048
C -5.099839 0.301792 -0.848564 -0.027 -0.036 -0.037
C -3.087923 -0.580706 -2.063573 -0.065 -0.020 -0.059
C -0.763293 3.557522 -1.405104 0.209 0.031 -0.031
C -1.478251 4.717909 -1.728572 0.052 -0.008 0.069
C -0.776577 5.738080 -2.310533 0.221 0.068 -0.066
C 0.640526 5.653292 -2.565863 -0.269 0.133 0.006
C 1.370113 4.548657 -2.242818 0.007 -0.088 0.105
C 0.674988 3.469246 -1.665347 -0.184 0.039 -0.008
C 3.454396 -0.932220 -0.818141 0.003 0.020 0.147
C 3.525508 -2.182320 0.069515 0.012 0.019 -0.059
C 4.867112 -0.513952 -1.235875 0.024 -0.059 0.012
C 2.627011 -1.272466 -2.070298 0.089 -0.011 -0.064
H 2.875866 2.638326 3.019519 -0.010 0.000 -0.053
H 1.567145 1.556047 2.521536 0.021 0.003 0.003
H 2.063637 2.899120 1.473479 0.020 -0.029 0.033
H 5.239731 2.330933 1.995579 -0.046 0.005 -0.043
H 4.415483 2.975927 0.590519 0.013 -0.031 0.026
H 5.384574 1.501337 0.453749 0.013 -0.003 0.008
H 4.160534 0.596841 3.450725 -0.006 -0.018 -0.047
H 4.768075 -0.422228 2.151399 -0.023 0.017 0.008
H 3.085669 -0.584439 2.698605 0.022 0.029 -0.002
H 2.824319 1.416647 -2.135956 -0.014 -0.024 -0.076
H 3.108443 2.616373 -0.881979 0.060 0.028 0.006
H -3.232295 2.195036 -1.132993 -0.014 -0.028 -0.035
H -2.749008 2.844225 0.429781 -0.039 0.059 0.004
H -4.795936 1.885425 1.786609 0.009 -0.033 0.014
H -4.652501 1.265292 3.431192 0.001 0.011 -0.034
H -5.148635 0.182225 2.139936 -0.007 0.001 -0.001
H -2.526441 2.775200 2.520559 0.025 -0.030 -0.010
H -1.102858 1.734395 2.306120 0.027 -0.028 0.024
H -2.030185 1.681667 3.802975 -0.038 0.017 -0.022
H -3.181113 -1.508118 2.510561 -0.002 0.012 0.017
H -2.999020 -0.535832 3.970536 0.005 -0.008 -0.043
H -1.601402 -0.809616 2.931261 -0.020 0.022 0.007
H -4.609088 -1.812411 0.804675 0.013 -0.005 -0.022
H -3.128166 -2.409182 0.033178 -0.020 -0.022 -0.014
H -4.655556 -2.413019 -0.849682 0.007 0.019 0.017
H -5.652347 0.364725 0.083929 -0.028 -0.002 0.013
H -5.723275 -0.245379 -1.561296 0.042 0.023 0.016
H -4.976975 1.310717 -1.244184 -0.023 -0.057 -0.009
H -2.114109 -1.064147 -1.982580 0.020 -0.032 -0.014
H -2.946142 0.389481 -2.548676 0.001 -0.044 0.034
H -3.716801 -1.186935 -2.720857 -0.017 0.065 0.022
H -2.538047 4.805053 -1.530061 0.022 -0.039 -0.031
H -1.298639 6.643064 -2.594951 0.069 -0.012 0.008
H 1.131991 6.496117 -3.034828 -0.061 -0.001 0.024
H 2.433199 4.494714 -2.437748 -0.048 -0.026 -0.010
H 4.134355 -2.033620 0.957786 0.012 -0.006 -0.013
H 3.967131 -3.000295 -0.505747 -0.012 0.046 0.016
H 2.530540 -2.497915 0.389562 -0.003 -0.014 -0.008
H 5.535714 -0.431880 -0.379378 -0.003 -0.004 -0.014
H 4.881833 0.430731 -1.784174 0.007 -0.026 0.012
H 5.279574 -1.280352 -1.898513 -0.025 0.026 0.027
H 1.557307 -1.338935 -1.860740 -0.068 -0.036 0.029
H 2.948937 -2.246135 -2.448733 0.050 0.073 -0.017
H 2.765006 -0.547390 -2.875135 -0.008 -0.030 0.044
Te -0.406152 -2.788171 0.923007 0.268 0.005 0.026
C -0.190095 -4.655565 0.071894 -0.213 0.122 -0.046
C -1.188346 -5.164157 -0.767748 0.085 -0.068 -0.059
C -1.092421 -6.473634 -1.201706 -0.035 0.045 -0.041
C -0.021743 -7.264296 -0.795775 0.023 -0.015 0.011
C 0.972066 -6.749305 0.031566 0.043 0.035 -0.004
C 0.891488 -5.443274 0.481573 -0.029 -0.095 -0.032
H -2.021817 -4.545212 -1.076728 0.020 -0.018 0.024
H -1.853071 -6.880849 -1.854466 0.010 -0.013 0.026
H 0.035020 -8.295240 -1.121261 0.016 0.038 -0.014
H 1.805793 -7.369402 0.332869 -0.026 -0.008 -0.003
H 1.653969 -5.044015 1.139392 -0.041 -0.014 0.009
```
Forces are in eV/Å.

Properties
- expectation value of S² = 6.04
- 2S+1 = 5
- charge = +2
- LUMO (alpha / beta) (eV) = -4.720 / -8.409
- HOMO-LUMO gap (alpha / beta) (eV) = 6.279 / 5.416
- calculated total energy (a.u.) = -2376.412535
- E_HOMO (alpha / beta) (eV) = -11.0 / -13.8

Atomic partial charges in e from the natural (NBO) method, atoms 1 to 8: 0.15 -0.62 -0.34 -0.62 -0.62 1.03 -0.56 -0.64

=====

Entry 4:
ORCA calculation (wB97M-V/def2-TZVPD) on C46H25F15GeN4SW as an isolated structure.

The geometry in XYZ format:
```
93
Properties=species:S:1:pos:R:3:forces:R:3
W 0.823973 -0.925843 0.845165 0.433 0.861 -0.844
C 2.750973 -1.466124 3.164211 0.022 -0.017 -0.002
N 2.447000 -0.344103 2.204330 -0.041 -0.038 0.085
C 2.013105 0.853460 2.982102 0.007 0.013 -0.028
C 0.628607 0.592402 3.503574 -0.015 -0.092 -0.031
C 0.179707 1.114827 4.698296 -0.017 0.023 0.019
C -1.100656 0.803539 5.133361 -0.004 0.007 0.009
C -1.883227 -0.048236 4.370798 -0.019 0.031 -0.005
C -1.370980 -0.535293 3.186027 -0.011 0.042 -0.071
N -0.147560 -0.210431 2.742407 -0.046 0.083 -0.020
C 3.625655 -0.058109 1.335690 -0.028 0.111 0.052
C 3.824465 -1.284693 0.500327 -0.050 -0.041 0.014
C 5.055700 -1.791617 0.137855 0.026 0.033 -0.038
C 5.103561 -2.967169 -0.595925 0.003 -0.002 -0.014
C 3.916902 -3.601775 -0.933911 0.022 -0.001 0.003
C 2.722345 -3.028815 -0.554767 -0.010 0.048 -0.083
N 2.672661 -1.885809 0.148421 0.235 -0.073 0.121
C 1.883846 -2.695717 3.032959 0.013 0.044 -0.055
C 2.092071 -3.769405 3.879652 0.014 -0.027 0.040
C 1.323251 -4.910630 3.727846 -0.009 0.010 -0.009
C 0.364125 -4.947997 2.724646 0.016 -0.009 0.017
C 0.201041 -3.839559 1.924382 -0.050 0.022 0.009
N 0.941982 -2.725002 2.077575 -0.016 -0.252 0.185
H 2.659978 -1.084484 4.181692 0.001 -0.005 -0.002
H 3.792954 -1.763510 3.036222 0.001 0.003 0.000
H 2.002453 1.714365 2.314475 -0.001 0.000 0.001
H 2.715796 1.045782 3.795228 -0.004 -0.021 0.007
H 0.827991 1.753304 5.283220 -0.002 0.001 0.002
H -1.473735 1.208116 6.064708 -0.002 -0.002 0.001
H -2.878263 -0.332287 4.679770 -0.027 0.001 -0.007
H -1.959904 -1.190557 2.558050 0.003 -0.004 -0.006
H 4.505971 0.204628 1.925377 0.002 -0.109 0.052
H 3.366562 0.793254 0.701308 0.009 0.025 0.032
H 5.959600 -1.273464 0.427804 -0.001 -0.002 0.008
H 6.055652 -3.384979 -0.894325 -0.001 -0.005 -0.001
H 3.911525 -4.521710 -1.500304 -0.004 -0.002 0.001
H 1.773123 -3.459227 -0.844707 0.003 -0.011 0.034
H 2.854371 -3.711034 4.645703 0.001 -0.004 -0.003
H 1.472867 -5.760916 4.379454 0.003 -0.001 0.000
H -0.251138 -5.821048 2.562104 -0.002 0.000 0.004
H -0.536146 -3.823611 1.131427 0.015 0.009 -0.007
F -3.545949 0.724473 -1.704555 -0.041 0.043 -0.062
C -2.670164 0.793153 -2.713190 -0.023 0.010 -0.073
C -1.428250 1.385937 -2.548200 0.149 -0.014 0.027
C -0.606229 1.423880 -3.664759 -0.003 0.006 -0.034
F 0.619291 1.962970 -3.567814 -0.006 -0.035 0.047
C -0.983277 0.917555 -4.892010 0.005 -0.040 -0.022
F -0.151913 0.943015 -5.927632 0.000 0.001 0.036
C -2.226838 0.322578 -5.015679 -0.025 -0.001 -0.064
F -2.590975 -0.214119 -6.169555 0.006 0.001 0.030
C -3.073802 0.256829 -3.923136 -0.017 0.019 -0.001
F -4.260000 -0.327787 -4.041627 -0.022 -0.003 0.009
Ge -0.797721 2.366922 -0.978389 -0.310 0.083 -0.020
S 0.861782 1.453976 0.168982 0.047 -0.521 0.271
C -2.266282 2.588969 0.310637 0.051 -0.040 -0.062
C -2.811649 3.798187 0.713273 0.033 0.062 0.026
F -2.323949 4.956632 0.268427 0.025 -0.064 -0.041
C -3.875126 3.873770 1.601779 -0.015 0.035 0.028
F -4.367590 5.047988 1.965163 0.022 -0.038 -0.014
C -4.418479 2.709909 2.116046 -0.065 -0.007 0.041
F -5.430337 2.761282 2.966631 0.043 -0.007 -0.031
C -3.891799 1.483960 1.740479 -0.010 0.015 0.008
F -4.416384 0.352086 2.219549 0.051 -0.049 0.051
C -2.831806 1.455167 0.862062 -0.060 -0.046 -0.014
F -2.356568 0.234697 0.508097 0.047 0.229 0.189
C -0.225791 4.102247 -1.652426 0.039 -0.031 0.068
C 1.007338 4.700478 -1.456346 0.002 0.034 -0.023
F 1.957708 4.103006 -0.724139 -0.030 -0.038 0.019
C 1.320010 5.933193 -2.001307 0.034 0.017 -0.004
F 2.511943 6.481006 -1.793449 -0.020 -0.029 0.005
C 0.380102 6.596525 -2.770947 0.014 0.108 -0.059
F 0.668276 7.774521 -3.296256 -0.014 -0.071 0.034
C -0.864774 6.027056 -2.989621 -0.020 0.037 -0.034
F -1.767865 6.665182 -3.719723 -0.006 -0.023 0.009
C -1.141616 4.797575 -2.428086 0.051 0.051 0.021
F -2.361074 4.275073 -2.629532 -0.032 -0.072 0.037
C -3.012059 -3.159494 -2.101686 -0.003 0.010 0.015
C -2.700981 -2.769693 -0.775003 -0.002 -0.009 -0.027
C -1.522348 -2.127228 -0.548937 0.148 -0.098 -0.094
C -0.602665 -1.840076 -1.583477 -0.039 -0.045 0.171
C 0.596627 -1.149550 -1.267910 -0.170 -0.089 -0.002
C 1.459818 -0.866335 -2.299168 0.018 0.022 -0.035
C 1.191565 -1.299679 -3.613258 -0.009 0.053 0.002
C 0.040261 -1.981584 -3.911842 -0.012 0.008 -0.009
C -0.906907 -2.250979 -2.898573 -0.006 -0.063 -0.021
C -2.143420 -2.912088 -3.126960 0.020 -0.004 0.012
H -3.954284 -3.652867 -2.296629 0.000 -0.004 -0.010
H -3.404020 -2.966425 0.023758 -0.003 0.018 0.005
H -1.263882 -1.778756 0.463804 -0.324 -0.051 0.143
H 2.371418 -0.306387 -2.116715 0.002 0.000 -0.002
H 1.898859 -1.068452 -4.399547 0.005 -0.005 -0.003
H -0.160984 -2.301891 -4.927322 0.000 -0.005 -0.001
H -2.395447 -3.216957 -4.135552 0.001 0.000 -0.010
```
Forces are in eV/Å.

Properties
- expectation value of S² = 2.02
- 2S+1 = 3
- charge = +2
- LUMO (alpha / beta) (eV) = -6.248 / -6.607
- HOMO-LUMO gap (alpha / beta) (eV) = 6.653 / 6.351
- calculated total energy (a.u.) = -6026.621640
- E_HOMO (alpha / beta) (eV) = -12.9 / -13.0
- energy relative to the best compared isomer or geometry (same formula, charge and spin) (kJ/mol) = 51.1

Atomic partial charges in e from the Löwdin method, atoms 1 to 8: 1.44 -0.06 -0.27 -0.15 -0.25 0.03 0.01 -0.01

=====

Entry 5:
ORCA calculation (wB97M-V/def2-TZVPD) on a 2-piece molecular cluster, C2HNO3 overall.

The geometry in XYZ format:
```
7
Properties=species:S:1:pos:R:3:forces:R:3
C -0.881031 -1.806777 -1.158561 2.502 1.589 2.723
C 0.188308 0.786649 0.795611 -0.409 -0.583 -2.383
N 0.442705 0.717487 -0.350339 -1.464 0.235 -0.784
O 0.547702 0.445829 1.974478 2.509 3.388 2.455
O 0.193901 0.788602 -1.537729 0.664 0.097 -0.278
O -1.572499 -2.281955 -1.862954 -2.565 -1.723 -2.688
H 1.080915 1.350166 2.139495 -1.236 -3.002 0.954
```
Forces are in eV/Å.

Properties
- LUMO (alpha / beta) (eV) = -0.350 / -0.350
- HOMO-LUMO gap (alpha / beta) (eV) = 9.068 / 9.067
- calculated total energy (a.u.) = -357.120755
- E_HOMO (alpha / beta) (eV) = -9.4 / -9.4
- energy relative to the best compared isomer or geometry (same formula, charge and spin) (kJ/mol) = 451.4

Now the natural (NBO) charges, all in e: 0.48 0.40 0.12 -0.61 -0.42 -0.49 0.51

=====

no.,molar mass (g mol⁻¹)
1,134.07
2,42.04
3,833.17
4,1207.22
5,87.03